Formula: C29H57BCl16N4O5P
Source: OMol25
Level of theory: the ωB97M-V functional and the def2-TZVPD basis

The calculation puts the LUMO energy at -0.1191 hartree. As for the charge: +1.

Atoms and positions in Å:
H 4.25357 6.25407 2.44980
N -6.77194 0.11314 -2.29954
O -2.35231 -3.23837 -1.12059
H 3.31421 5.76986 -0.43924
Cl 6.73828 -2.36663 -7.17390
H -7.16749 -0.33070 -3.12863
H -2.32519 -1.05166 1.20748
H -2.99060 -8.47898 -5.43334
H 2.06104 -0.59541 2.14654
H 4.78645 -3.65613 -7.03001
C -0.07875 -2.81684 -3.57738
Cl 5.03142 7.75806 0.80129
C 3.17604 5.74356 0.64258
C -3.97558 -2.03381 4.05271
C -4.89557 3.17065 -0.46358
Cl 3.03998 2.36204 -3.87950
C 1.89035 -1.48857 0.03306
H -4.47665 3.68201 1.77303
Cl -3.77708 -0.80969 2.76838
C -3.74728 -3.43838 3.54200
H 1.21587 1.76379 -1.81828
H -0.70156 3.29143 1.94593
H -0.86059 -4.00251 0.26652
H -7.42922 0.66182 -1.72831
H 1.64749 2.32580 3.51208
C 5.48086 -3.26335 -6.28568
Cl 1.29402 -4.13840 -5.54567
H 3.71660 8.04519 4.89575
Cl -1.86766 -6.69834 -2.39437
C 4.42722 6.18023 1.37318
H 4.08571 7.70133 7.28129
H -2.09854 1.32556 0.37393
H 3.89450 -2.93103 -4.88026
H 5.33238 1.86879 -3.92204
Cl 3.45433 1.02011 -6.99044
P 1.06856 1.64615 0.65649
C 4.73717 -2.38325 -5.30598
H 2.03760 -1.08400 -1.02857
C -4.66903 3.59656 0.66519
H 2.21044 7.43568 5.58871
C -1.75472 -2.31847 8.09945
H -2.29782 2.47573 -1.00665
C -4.85833 2.42920 -1.86347
H -0.42943 -0.09605 -1.01098
Cl 3.17613 5.56237 7.58061
H -4.97297 -1.91720 4.47790
C 0.80158 3.05813 3.68325
H 0.32820 4.74653 2.32088
N -3.35008 0.55932 -1.14578
H 5.22549 5.45535 1.20209
H 2.91768 4.72362 0.92704
H 2.48830 -2.45969 0.07652
C 2.51283 -0.47634 1.11902
H -1.25444 -0.67411 9.38118
B -2.53388 -1.96256 -0.51727
C -1.98471 -0.91203 8.60635
C 4.70913 1.77057 -5.97169
H -0.74258 -2.90663 -2.71722
C -5.50530 -0.02331 -1.86081
Cl 1.76567 6.76030 1.04503
H -2.66473 -4.01510 0.82118
N -4.54127 0.98886 -1.62330
N -4.85282 -1.22879 -1.49575
H 1.00564 -4.66665 -3.26351
H -2.00165 -5.21675 -0.47459
C -1.94828 -4.16196 -0.04386
H 0.78853 -1.68569 0.18825
Cl -3.04096 -2.84723 6.98358
C 4.47962 1.50943 -4.49969
H 3.60369 -0.80048 1.22198
H -2.98193 -0.79685 9.03231
C 0.37791 -4.19084 -4.01795
H -3.24654 -1.79869 4.82873
H -3.74814 -4.13978 4.37737
H 4.34854 -1.48472 -5.78823
H -2.79045 -3.52594 3.02499
H -0.61924 -2.30017 -4.37192
O 1.37409 3.20063 1.27681
H -4.05418 2.89476 -2.52473
H 4.72971 2.83846 -6.19191
H -5.87769 2.48745 -2.33837
H 5.01350 6.47340 6.41330
H -0.85841 0.78588 -2.54253
C 4.00563 6.82487 6.63654
C 3.24970 7.18349 5.37594
Cl 1.28540 -1.78173 -3.07228
O 0.07333 0.90615 1.51934
H -3.79527 -7.71095 -3.26317
H -0.04489 2.99806 -1.18431
Cl -1.01257 -7.23995 -5.64924
C -3.56976 -0.84830 -1.06485
C 0.37183 1.95149 -1.07844
H 1.10550 3.88392 4.38721
H 4.35588 0.44541 -4.29616
O 2.55147 0.88441 0.61905
Cl 3.26283 5.85844 4.18291
H -1.75356 -3.01890 8.93581
C -0.80566 0.90285 -1.41865
H 5.66440 1.34144 -6.27847
H -3.33287 -6.28589 -4.19886
H 5.95658 -4.10744 -5.78520
H -1.79393 -8.94918 -4.22138
C -2.16746 1.36804 -0.76255
Cl -5.03111 -3.96421 2.42281
Cl -1.78928 0.30508 7.31970
H -0.48798 -4.83123 -4.19144
H -0.79959 -2.40725 7.58107
C -2.95315 -7.18949 -3.72066
C -2.26358 -8.09762 -4.71476
Cl 5.76642 -1.87611 -3.94004
H -0.08624 2.44766 4.06128
O -1.75538 -1.61334 0.62515
C 0.34861 3.59656 2.22541

Formula: H10O5
Source: OMol25
Level of theory: the ωB97M-V functional and the def2-TZVPD basis

The calculation puts the LUMO energy at 0.0185 hartree. The calculation puts the energy relative to the best compared isomer or geometry (same formula, charge and spin) at 339.2 kJ/mol. The SMILES is O.O.O.O.O.

Atoms and positions in Å:
O -0.47666 -1.58571 0.90984
H -0.10253 0.82138 0.01513
H 0.84785 -0.47820 2.88917
H 0.52079 0.59820 1.38323
O -0.49820 0.41282 -3.24189
H -1.00231 0.28422 -4.05326
H 0.59130 2.16055 -0.65991
H 0.45941 -1.78836 0.80171
H 0.61349 2.64077 -2.10176
H -0.92339 -2.40480 0.66795
O 0.38027 0.16714 0.53268
O 0.23705 -1.06804 3.34524
H -0.41774 -0.47508 3.73079
O 0.42843 1.86375 -1.56233
H -1.15396 0.32164 -2.54142